Entry 1:
The following is a quantum chemistry calculation of a structure of composition C25H28BiClNO2P in a non-equilibrium geometry, from the OMol25 dataset.

## Properties
orbital gap (alpha / beta): 6.211 / 6.210 eV
E_tot: -2190.06696 Ha
E_HOMO (alpha / beta): -14.92 / -14.92 eV

```
! wB97M-V def2-TZVPD RIJCOSX def2/J DEFGRID3
* xyz 2 1
Bi 0.1011 0.5413 0.6903
Cl 2.4181 0.0368 0.4451
C -1.6740 0.9171 0.9030
O -2.8076 1.1532 1.0454
P -0.3211 -1.5665 -0.1965
C 0.0958 -3.0078 0.8526
C -2.0547 -1.9211 -0.6581
C 0.5998 -1.8217 -1.7517
C -2.4523 -2.1099 -1.9862
C -3.7926 -2.3563 -2.2887
C -4.7420 -2.4189 -1.2701
C -4.3498 -2.2324 0.0578
C -3.0156 -1.9818 0.3624
H -1.7154 -2.0692 -2.7818
H -4.0913 -2.5021 -3.3232
H -5.7846 -2.6101 -1.5075
H -5.0856 -2.2747 0.8555
H -2.7150 -1.8311 1.3955
C 1.0930 -2.8894 1.8302
C 1.4316 -3.9881 2.6188
C 0.7770 -5.2084 2.4453
C -0.2202 -5.3305 1.4764
C -0.5612 -4.2360 0.6834
H 1.6035 -1.9396 1.9551
H 2.2065 -3.8884 3.3738
H 1.0393 -6.0612 3.0653
H -0.7371 -6.2763 1.3397
H -1.3454 -4.3321 -0.0616
C 1.1371 -3.0590 -2.1201
C 1.8130 -3.1930 -3.3331
C 1.9507 -2.0964 -4.1843
C 1.4156 -0.8591 -3.8195
C 0.7493 -0.7193 -2.6051
H 1.0401 -3.9116 -1.4552
H 2.2375 -4.1542 -3.6096
H 2.4825 -2.2029 -5.1257
H 1.5295 -0.0002 -4.4750
H 0.3531 0.2447 -2.2941
H 4.2698 -1.2860 2.7355
H 4.5943 -1.1213 2.0872
O 0.3007 2.3522 -0.3846
C 0.7193 3.3906 0.1596
C 0.7191 4.6625 -0.6453
C -0.2318 5.7212 -0.0593
C 0.2966 6.4446 1.1863
C 0.5361 5.5777 2.4203
C 1.6290 4.5337 2.2104
N 1.1484 3.3860 1.4674
H 1.7466 5.0725 -0.7492
H 0.3471 4.4138 -1.6629
H -0.3601 6.5127 -0.8293
H -1.2319 5.2743 0.1357
H 1.2465 6.9638 0.9295
H -0.4441 7.2249 1.4678
H 0.8860 6.2676 3.2201
H -0.4002 5.0955 2.7795
H 2.5357 4.9717 1.7421
H 1.9234 4.1750 3.2237
H 1.1608 2.5228 2.0171
*
```

Löwdin population analysis, charges in e, atoms 1 to 2: atom 1 (Bi): 1.29, atom 2 (Cl): 0.07

Entry 2:
The following is a quantum chemistry calculation of a structure of composition C25H28CaCl3N5O3P in a non-equilibrium geometry, from the OMol25 dataset.

## Properties
orbital gap: 7.173 eV
E_tot: -3868.58782 Ha
E_HOMO: -9.97 eV

```
! wB97M-V def2-TZVPD RIJCOSX def2/J DEFGRID3
* xyz 1 1
Ca 0.3725 -0.5610 -0.3403
Cl -5.1911 0.8795 4.4145
C -3.8894 0.2898 3.4380
C -3.3498 -0.9763 3.6906
C -2.3266 -1.4406 2.9106
C -1.7805 -0.6942 1.8224
O -0.8887 -1.2129 1.0813
C -2.3356 0.6167 1.6068
C -1.8821 1.4958 0.5852
N -0.8648 1.2966 -0.1787
C -0.4023 2.2760 -1.0313
C -0.5001 3.6346 -0.7862
C 0.0569 4.5674 -1.6669
C 0.7222 4.1703 -2.7955
C 0.8830 2.7963 -3.0681
C 1.6063 2.3077 -4.1761
C 1.7195 0.9558 -4.3580
C 1.1215 0.0974 -3.4227
N 0.4521 0.5152 -2.3807
C 0.3206 1.8387 -2.1805
C -3.3911 1.0652 2.4239
H -3.7616 -1.5802 4.4840
H -1.9116 -2.4210 3.0902
H -2.4769 2.4132 0.4766
H -0.9992 3.9914 0.1035
H -0.0418 5.6175 -1.4422
H 1.1346 4.8970 -3.4803
H 2.0750 3.0065 -4.8543
H 2.2748 0.5425 -5.1856
H 1.2035 -0.9751 -3.5366
H -3.8147 2.0432 2.2498
Cl 2.6937 -2.1584 -1.5019
C 2.4528 -3.4596 -0.3485
Cl 1.7055 -2.7981 1.1026
H 3.4168 -3.8981 -0.0811
H 1.7724 -4.1844 -0.7963
C -1.9265 -4.1223 -0.3461
P -1.7837 -2.6880 -1.4626
C -3.0667 -1.4503 -1.0837
C -2.2719 -3.2925 -3.1180
O -0.3914 -2.1632 -1.4966
H -2.9279 -4.5407 -0.3456
H -1.6437 -3.8234 0.6596
H -1.2215 -4.8681 -0.7136
H -4.0480 -1.8274 -1.3578
H -2.8381 -0.5585 -1.6673
H -3.0627 -1.1946 -0.0302
H -3.2712 -3.7206 -3.1004
H -1.5611 -4.0453 -3.4529
H -2.2509 -2.4472 -3.8053
C 4.7302 1.4184 0.5646
N 3.6559 1.1767 1.5015
C 3.7845 1.4090 2.8226
C 2.7614 1.1762 3.6820
C 1.5575 0.6418 3.1328
N 1.4470 0.4295 1.8310
C 2.4471 0.6943 0.9942
O 2.3395 0.5079 -0.2144
N 0.5167 0.3412 3.9060
H 5.6246 1.7214 1.1023
H 4.4358 2.1994 -0.1378
H 4.9283 0.5115 -0.0079
H 4.7400 1.7860 3.1593
H 2.8557 1.3733 4.7354
H 0.5634 0.4801 4.8998
H -0.2980 -0.0788 3.4812
*
```

Löwdin population analysis, charges in e, atoms 1 to 2: atom 1 (Ca): 1.20, atom 2 (Cl): 0.67

Entry 3:
The following is a quantum chemistry calculation of a cluster of 5 separate species, C25H28Cl12F14N5 in total in a non-equilibrium geometry, from the OMol25 dataset.

## Properties
orbital gap: 7.155 eV
E_tot: -8163.08392 Ha
E_HOMO: -10.44 eV

```
! wB97M-V def2-TZVPD RIJCOSX def2/J DEFGRID3
* xyz 1 1
C 4.5353 -0.6798 1.6666
C 4.8851 -0.7234 0.0869
C 4.6666 0.6724 -0.6606
F 5.1938 1.7509 0.1541
N 3.2756 0.9360 -1.1214
C 2.8815 0.7295 -2.5445
C 2.4261 -0.7661 -2.9036
C 1.1844 -1.3046 -1.9988
C 1.6959 -2.0541 -0.6775
N 0.6213 -2.7037 0.1225
C 0.3171 -1.9880 1.3446
C -0.7894 -2.7540 2.1108
C -1.0315 -3.9713 1.1724
C -0.1514 -3.9085 -0.0893
C 2.3476 1.4084 -0.2773
N 2.4152 1.7379 1.1313
C 1.1842 2.2406 1.6695
N 0.3066 2.2105 0.5281
C -1.1129 2.6368 0.3645
C -2.1431 1.8066 1.3236
C -3.4866 2.6467 1.4930
F -3.0897 3.9029 2.0908
F -3.9762 2.9762 0.2052
C -4.5694 2.0213 2.4894
F -3.9570 1.6106 3.7183
F -5.4212 3.1156 2.8736
C -5.5453 0.9201 1.8659
F -6.5358 0.6668 2.8753
F -6.2970 1.4004 0.7490
C -4.8883 -0.4968 1.5185
F -3.6595 -0.7731 2.1569
F -5.8058 -1.4952 1.9927
C -4.7526 -0.7930 -0.0706
F -6.0590 -1.1304 -0.5498
F -4.1925 0.2809 -0.7987
C -3.8390 -2.0876 -0.3966
F -4.2594 -2.5451 -1.6860
F -2.4939 -1.6957 -0.5058
F -4.0454 -3.1630 0.4759
N 0.9687 1.7399 -0.5663
H 5.0471 -1.5617 2.2105
H 4.9529 0.2670 2.1589
H 3.4055 -0.8079 1.8226
H 6.0185 -0.9498 0.0362
H 4.3881 -1.6161 -0.4508
H 5.3316 0.6674 -1.6028
H 3.7868 0.9913 -3.2149
H 2.0462 1.4455 -2.8859
H 3.3145 -1.5105 -2.8224
H 2.0087 -0.7258 -3.9803
H 0.4080 -0.4962 -1.7883
H 0.6540 -2.0871 -2.6644
H 2.2201 -1.3126 0.0217
H 2.4087 -2.8905 -1.0328
H 0.7871 -1.0224 1.7534
H -1.2745 -2.4918 3.1014
H -1.8125 -4.7748 1.4157
H -0.0760 -4.5945 -0.9880
H 0.9025 2.5995 2.7066
H -1.1467 3.7650 0.5401
H -1.4996 2.4762 -0.7131
H -1.5647 1.6567 2.3118
H -2.2863 0.7990 0.7771
H 0.4750 1.6605 -1.4644
C 7.5703 2.5489 -3.6366
Cl 7.5395 1.2319 -2.4534
Cl 9.1706 2.6847 -4.3734
Cl 6.3322 2.2975 -4.8768
H 7.3514 3.4802 -3.1178
C -7.6138 -4.0909 3.9655
Cl -8.0564 -4.9833 2.5032
Cl -9.0611 -3.5560 4.8302
Cl -6.5932 -5.0842 5.0158
H -7.0464 -3.2105 3.6705
C -1.0632 6.9226 1.6035
Cl -0.9346 8.6145 1.1111
Cl -1.6501 5.9266 0.2622
Cl 0.4977 6.3218 2.1847
H -1.7813 6.8560 2.4187
C 4.0597 -3.6529 -5.1937
Cl 3.0791 -4.3242 -3.8815
Cl 3.0422 -2.7832 -6.3502
Cl 5.3161 -2.5864 -4.5480
H 4.5431 -4.4772 -5.7145
*
```

Löwdin population analysis, charges in e, atoms 1 to 2: atom 1 (C): -0.11, atom 2 (C): -0.15

Entry 4:
The following is a quantum chemistry calculation of a structure of composition C25H28Cl5MoO2 in a non-equilibrium geometry, from the OMol25 dataset.

## Properties
orbital gap (alpha / beta): 6.490 / 6.840 eV
E_tot: -3488.63595 Ha
E_HOMO (alpha / beta): -11.47 / -11.47 eV
<S²>: 2.05

```
! wB97M-V def2-TZVPD RIJCOSX def2/J DEFGRID3
* xyz 1 3
O 0.7201 2.3818 -0.2493
C -0.4597 3.2320 -0.5105
C 0.2310 4.5370 -0.1671
H -1.2820 3.0508 0.1940
H -0.7703 3.1174 -1.5652
C 1.4538 3.6273 -0.0040
H -0.1119 4.9667 0.7882
H 0.2027 5.2373 -1.0021
C 2.0071 3.6906 1.3928
H 1.2221 3.5441 2.1393
H 2.4366 4.6855 1.5486
H 2.7814 2.9443 1.5540
C 2.5090 3.8939 -1.0476
H 2.0676 3.7773 -2.0417
H 3.3433 3.2067 -0.9088
H 2.8682 4.9219 -0.9142
Mo 0.8090 -1.1505 -0.3111
C 1.2803 -2.2714 -2.5569
C 0.0050 -2.9260 -2.5117
C -0.9991 -1.9521 -2.3728
H -0.1607 -3.9829 -2.7030
C -0.3843 -0.6545 -2.4365
C 1.0410 -0.8454 -2.5561
H 1.7479 -0.0718 -2.8329
H 2.2409 -2.7359 -2.7761
H -2.0702 -2.1280 -2.3480
H -0.8876 0.2994 -2.5444
C 2.7248 -1.9061 0.6637
C 3.0413 -0.9029 -0.3072
C 2.4182 0.3112 0.1025
H 3.7436 -0.9778 -1.1258
C 1.6386 0.0571 1.2915
C 1.8312 -1.3237 1.6351
H 1.4021 -1.7583 2.5304
H 3.2287 -2.8656 0.7433
H 2.4856 1.2549 -0.4203
H 1.1209 0.7835 1.9042
O -2.5445 1.8161 2.0727
C -1.3829 1.1193 1.5654
C -1.6592 0.7311 0.0775
H -1.2174 0.2180 2.1896
H -0.4892 1.7712 1.6298
C -2.9965 1.3573 -0.2824
H -1.7493 -0.3639 0.0369
H -0.8679 1.0511 -0.5898
C -3.6058 1.6653 1.0910
H -3.6067 0.6886 -0.8859
H -2.8319 2.2832 -0.8416
H -4.2441 0.8260 1.4073
H -4.2107 2.5805 1.0745
Cl 1.6664 -4.5757 -0.4224
C 0.1330 -4.4201 0.3418
C -0.4544 -3.1773 0.5438
C -1.7219 -3.1442 1.1157
Cl -2.6275 -1.6803 1.3521
C -2.4074 -4.3051 1.5549
Cl -3.9583 -4.1969 2.2648
C -1.7988 -5.5579 1.3442
Cl -2.6326 -6.9781 1.7908
C -0.5117 -5.6249 0.7521
Cl 0.2433 -7.1510 0.5432
*
```

Löwdin population analysis, charges in e, atoms 1 to 2: atom 1 (O): -0.18, atom 2 (C): -0.16

Entry 5:
The following is a quantum chemistry calculation of a structure of composition C25H28ClGeN5O5Ru in a non-equilibrium geometry, from the OMol25 dataset.

## Properties
orbital gap (alpha / beta): 6.061 / 7.145 eV
E_tot: -4251.32323 Ha
E_HOMO (alpha / beta): -6.98 / -8.98 eV
<S²>: 6.03

```
! wB97M-V def2-TZVPD RIJCOSX def2/J DEFGRID3
* xyz 0 5
Ru -1.1419 0.8396 0.5086
N -1.5158 2.2598 -1.1115
C -2.8823 2.8015 -1.1347
C -3.8141 1.9389 -0.2645
O -5.0370 2.1014 -0.4019
N -3.1777 1.0388 0.5420
C -3.8597 0.0953 1.3886
C -2.8337 -0.7058 2.2014
O -3.1041 -1.4122 3.1627
O -1.5711 -0.6835 1.7838
H -0.7992 2.9816 -1.1360
H -1.3358 1.5589 -2.0617
H -3.3392 2.8722 -2.1471
H -2.9841 3.7825 -0.6256
H -4.5128 -0.6220 0.7384
H -4.5772 0.6402 2.0381
N 6.9924 -5.7230 -2.0321
C 6.2333 -4.8808 -1.7418
C 5.3432 -3.7950 -1.4794
C 4.0259 -4.0521 -1.0848
C 3.1958 -3.0113 -0.6862
C 3.7805 -1.7247 -0.3605
C 5.1184 -1.5450 -0.5185
C 5.8725 -2.5059 -1.2072
N 2.9124 -0.7076 0.1312
C 3.2086 0.6466 0.0740
C 2.0259 1.2769 0.2869
N 0.9676 0.3264 0.4185
C 1.5751 -0.8200 0.3325
H 3.5998 -5.0011 -1.2352
H 2.1140 -3.1748 -0.5095
H 5.4781 -0.5843 -0.2119
H 6.8411 -2.1524 -1.5914
H 4.2283 0.9254 -0.1426
H 1.7941 2.3210 0.4868
H 1.1000 -1.8178 0.3439
Cl 1.3117 -4.7185 -6.0886
C 0.7671 -3.5196 -4.9575
C 0.4347 -3.8683 -3.6260
C -0.0245 -2.8797 -2.7356
C -0.3913 -1.5896 -3.2085
C -0.1376 -1.3615 -4.5858
C 0.4874 -2.2632 -5.4144
C -0.9083 -0.5104 -2.3599
O -1.3172 0.5646 -2.9600
O -0.9831 -0.7230 -1.0786
H 0.5346 -4.8640 -3.2292
H -0.0926 -3.1308 -1.6499
H -0.4319 -0.3614 -4.9010
H 0.6989 -1.8806 -6.3831
C -3.9784 3.0655 3.5225
Ge -1.9947 2.8627 3.5569
C -1.3870 1.6063 4.9060
C -1.1174 4.5874 4.0535
C -0.9735 2.2984 1.9229
H -4.3279 3.8839 4.2345
H -4.3847 2.0339 3.8094
H -4.3688 3.2865 2.4892
H -0.3067 1.5215 4.7176
H -1.9087 0.6093 4.9526
H -1.5192 2.0366 5.8356
H -1.6985 5.4808 3.7741
H -0.1169 4.5840 3.6005
H -1.0083 4.5363 5.1273
H -0.0275 1.9466 2.4460
H -0.7510 3.2784 1.4764
*
```

Löwdin population analysis, charges in e, atoms 1 to 2: atom 1 (Ru): 1.55, atom 2 (N): -0.13

Entry 6:
The following is a quantum chemistry calculation of a structure of composition C25H28CsN6O2S2Si in a non-equilibrium geometry, from the OMol25 dataset.

## Properties
orbital gap: 5.856 eV
E_tot: -2554.63333 Ha
E_HOMO: -4.29 eV

```
! wB97M-V def2-TZVPD RIJCOSX def2/J DEFGRID3
* xyz -1 1
Cs -0.2860 0.2977 0.6838
C 2.5031 -3.1260 1.0972
C 2.9925 -1.9030 1.8268
C 4.1089 -1.9652 2.6494
C 4.4872 -0.7840 3.2913
C 3.7731 0.3642 3.0867
C 2.6378 0.3803 2.2122
N 2.2868 -0.7986 1.6193
N 1.9313 1.4705 1.9638
Si 2.0627 3.0454 2.5403
C 1.8365 3.2236 4.4241
C 3.7061 3.9096 2.1031
C 0.6885 4.0619 1.7286
H 3.1192 -3.9991 1.3152
H 2.5122 -2.9515 0.0194
H 1.4713 -3.3447 1.3793
H 4.6506 -2.8920 2.7824
H 5.3485 -0.7711 3.9521
H 4.0680 1.2813 3.5808
H 2.6202 2.7060 4.9807
H 0.8819 2.7953 4.7379
H 1.8497 4.2757 4.7213
H 4.5632 3.4173 2.5660
H 3.6948 4.9519 2.4342
H 3.8732 3.9009 1.0237
H -0.3007 3.6735 1.9829
H 0.7833 4.0248 0.6403
H 0.7196 5.1107 2.0310
O -6.1455 -0.9492 -1.4367
C -6.0041 0.3890 -1.4144
C -7.0444 1.1551 -1.9451
C -6.9771 2.5353 -1.9447
C -5.8686 3.1829 -1.4162
C -4.8332 2.4246 -0.8976
C -4.8715 1.0341 -0.8853
C -3.6875 0.3041 -0.3052
O -2.6906 0.9570 0.0549
N -3.8563 -1.0105 -0.2150
N -2.7480 -1.6720 0.3045
C -3.0583 -2.6649 1.0213
S -4.7059 -3.1143 1.4620
C -4.2225 -4.6161 2.3561
C -2.8460 -4.3957 2.9659
S -1.7849 -3.7459 1.6532
H -5.3467 -1.3197 -0.9696
H -7.9032 0.6340 -2.3496
H -7.7984 3.1100 -2.3574
H -5.8123 4.2641 -1.4104
H -3.9487 2.8917 -0.4846
H -4.1999 -5.4654 1.6725
H -4.9737 -4.8019 3.1241
H -2.4180 -5.3305 3.3268
H -2.9032 -3.6861 3.7919
N 3.6776 0.0176 -7.0607
C 3.1317 0.0037 -6.0497
C 2.4545 -0.0143 -4.7944
C 1.6045 -1.0697 -4.4687
C 0.9728 -1.0329 -3.2353
N 1.1383 -0.0506 -2.3593
C 1.9516 0.9487 -2.6767
C 2.6363 1.0214 -3.8806
H 1.4398 -1.8892 -5.1526
H 0.2991 -1.8302 -2.9405
H 2.0711 1.7257 -1.9290
H 3.2899 1.8535 -4.0971
*
```

Löwdin population analysis, charges in e, atoms 1 to 2: atom 1 (Cs): 1.18, atom 2 (C): -0.05

Entry 7:
The following is a quantum chemistry calculation of a structure of composition C25H28FeN5O5, from the OMol25 dataset.

## Properties
orbital gap (alpha / beta): 6.786 / 6.788 eV
E_tot: -2883.29107 Ha
E_HOMO (alpha / beta): -3.97 / -3.97 eV

```
! wB97M-V def2-TZVPD RIJCOSX def2/J DEFGRID3
* xyz -1 1
Fe 0.2065 -0.9217 0.4818
C 2.1676 -1.9096 4.1692
O 2.2751 -0.5769 4.6631
C 1.6066 0.4809 4.1024
C 1.9025 1.7030 4.6641
C 1.3124 2.8935 4.2188
C 0.4097 2.8312 3.1852
C 0.1113 1.6083 2.5659
C -0.9144 1.5677 1.5396
N -0.9644 0.6351 0.6639
N -2.1584 0.5251 -0.0587
C -2.3999 -0.7576 -0.2029
O -1.6463 -1.6936 0.2111
C -3.6446 -1.1311 -0.9464
C -4.5140 -0.1663 -1.4503
C -5.6427 -0.5464 -2.1590
C -5.9152 -1.8927 -2.3701
C -5.0522 -2.8559 -1.8681
C -3.9211 -2.4769 -1.1594
C 0.6882 0.3743 3.0015
O 0.4191 -0.7653 2.4737
H 2.7891 -2.4991 4.8444
H 2.5455 -1.9993 3.1505
H 1.1432 -2.2723 4.1871
H 2.6204 1.7121 5.4760
H 1.5598 3.8346 4.6923
H -0.0846 3.7286 2.8271
H -1.7332 2.2884 1.5736
H -4.2868 0.8761 -1.2742
H -6.3146 0.2093 -2.5482
H -6.7980 -2.1882 -2.9235
H -5.2601 -3.9069 -2.0287
H -3.2329 -3.2081 -0.7573
O 3.2101 -3.6021 0.3377
C 2.4315 -2.6569 0.4338
O 1.1611 -2.6809 0.4239
C 3.0216 -1.2493 0.5571
C 4.3826 -1.0504 0.7229
C 4.8544 0.2428 0.8576
C 3.9529 1.2938 0.8030
C 2.6086 1.0135 0.6171
N 2.1511 -0.2331 0.5034
H 5.0221 -1.9209 0.7490
H 5.9115 0.4320 1.0009
H 4.2738 2.3207 0.9090
H 1.8741 1.8022 0.5682
N 0.2297 -1.2182 -1.6646
C 0.9640 -0.4548 -2.6944
C 0.0557 0.0399 -3.8179
C -1.0789 0.9909 -3.4421
C -0.6775 2.4358 -3.1888
N 0.1275 2.5591 -1.9768
H 0.6694 -2.1180 -1.4872
H -0.7065 -1.4417 -1.9873
H 1.7238 -1.0954 -3.1542
H 1.4769 0.3789 -2.2155
H -0.3887 -0.8467 -4.2853
H 0.6807 0.5048 -4.5877
H -1.6119 0.6166 -2.5644
H -1.8083 0.9903 -4.2586
H -1.5951 3.0421 -3.1540
H -0.0856 2.8036 -4.0354
H -0.3281 2.0724 -1.2118
H 0.2238 3.5285 -1.7020
*
```

Löwdin population analysis, charges in e, atoms 1 to 2: atom 1 (Fe): 0.52, atom 2 (C): -0.06